DFT (ωB97M-V with the def2-TZVPD basis set) results for a molecular structure, C32H36AsHfNO4SeTe at a distorted geometry.

Summary:
Electronic energy: -6549.928421 hartree
Max |F|: 0.058 hartree/bohr
Energy relative to the best compared isomer or geometry (same formula, charge and spin): 0.000 eV
Lowest unoccupied orbital energy: -0.30 eV
Net charge: 0
Gap between HOMO and LUMO: 0.277 Ha

Each line ends with the Löwdin charge.
Positions of all 77 atoms, in Å:
Hf -0.802 1.693 -0.430  1.18
C 6.170 -1.005 -2.061  -0.10
C 5.327 -0.152 -2.756  -0.08
C 4.026 0.061 -2.315  -0.09
C 3.553 -0.577 -1.175  -0.34
C 4.407 -1.441 -0.490  -0.14
C 5.706 -1.652 -0.923  -0.09
As 1.731 -0.344 -0.317  1.32
C 1.286 1.136 -1.515  -0.51
C 0.783 1.009 -2.813  -0.15
C 0.855 2.077 -3.694  -0.06
C 1.437 3.273 -3.292  -0.04
C 1.946 3.415 -2.015  -0.01
C 1.881 2.354 -1.114  -0.25
C 2.523 2.309 0.211  -0.22
C 3.136 3.383 0.851  -0.03
C 3.758 3.194 2.073  -0.07
C 3.785 1.935 2.659  -0.07
C 3.182 0.857 2.026  -0.09
C 2.542 1.041 0.810  -0.32
H 7.183 -1.165 -2.407  0.10
H 5.678 0.353 -3.647  0.10
H 3.389 0.737 -2.873  0.09
H 4.037 -1.948 0.397  0.09
H 6.362 -2.322 -0.381  0.10
H 0.392 0.059 -3.148  0.08
H 0.459 1.979 -4.695  0.12
H 1.475 4.104 -3.983  0.12
H 2.405 4.349 -1.718  0.12
H 3.124 4.368 0.399  0.11
H 4.231 4.031 2.570  0.10
H 4.282 1.791 3.610  0.11
H 3.223 -0.132 2.467  0.10
C -0.263 3.568 1.782  -0.05
C -1.186 2.866 2.781  -0.29
C -0.358 2.259 3.917  -0.05
C -2.083 1.799 2.023  -0.45
C -3.397 1.722 2.740  0.00
C -3.703 0.692 3.524  -0.06
C -2.781 -0.419 3.679  -0.01
C -1.631 -0.553 2.991  -0.15
C -0.774 -1.782 3.209  -0.37
C 0.629 -1.404 3.692  -0.06
C -0.693 -2.669 1.963  -0.09
C -1.287 0.473 1.986  -0.30
N -0.425 0.365 1.053  -0.15
H 0.506 4.129 2.310  0.10
H -0.822 4.235 1.134  0.08
H 0.250 2.815 1.163  0.03
H -1.862 3.608 3.213  0.14
H 0.439 1.631 3.513  0.07
H -0.972 1.655 4.585  0.08
H 0.105 3.055 4.503  0.08
H -4.066 2.557 2.568  0.13
H -4.646 0.651 4.055  0.10
H -3.062 -1.206 4.372  0.11
H -1.260 -2.359 4.001  0.13
H 1.142 -0.838 2.914  0.04
H 1.202 -2.308 3.908  0.08
H 0.581 -0.797 4.597  0.08
H -0.055 -2.200 1.216  0.01
H -1.688 -2.816 1.538  0.07
H -0.274 -3.646 2.217  0.08
C -0.816 -3.215 -1.536  -0.40
Te -1.614 -1.207 -1.329  1.31
C -2.168 -1.257 -3.410  -0.39
H 0.008 -3.198 -2.248  0.00
H -1.591 -3.885 -1.901  0.00
H -0.453 -3.574 -0.576  -0.02
H -3.037 -1.894 -3.547  0.00
H -1.335 -1.645 -3.993  0.00
H -2.402 -0.239 -3.711  -0.01
O -1.814 3.446 -3.629  -0.54
Se -2.215 3.167 -2.105  1.12
O -0.783 3.498 -1.183  -0.61
O -2.002 1.420 -1.923  -0.77
O -2.291 2.177 0.685  -0.28

Atoms 1-6, force components in eV/Å:
1.65 -1.74 -0.39
0.00 0.02 -0.03
-0.02 -0.01 -0.01
-0.07 0.02 -0.01
-0.23 -0.05 0.08
-0.23 0.04 -0.02